A gas-phase ion, CHN4OS (charge -1) at a distorted geometry. Source: the OMol25 dataset; level of theory: the ωB97M-V functional and the def2-TZVPD basis.

```
8
Properties=species:S:1:pos:R:3:forces:R:3:lowdin_spin:R:1
C 0.44744 0.42646 -0.39724 2.351 1.264 -1.365 0.30
N -0.75714 0.36459 1.57320 -3.123 -5.233 -0.358 0.31
N 0.68485 1.49952 0.38729 0.158 0.755 -0.031 -0.03
N -0.04435 1.36609 1.46604 3.462 3.734 -0.528 0.21
N -0.45748 -0.36612 0.19120 -3.575 -0.441 1.854 0.43
O -0.79505 -1.61131 -0.27689 0.798 -0.031 0.371 0.10
S 1.12354 -0.03250 -1.86675 0.220 0.160 -0.166 0.65
H -0.20181 -1.64673 -1.07684 -0.291 -0.208 0.223 0.01
```
Positions in Å, forces in eV/Å.

The strongest force on any atom comes out at 0.11871 hartree/bohr. The value obtained for the HOMO energy (alpha / beta) is 0.031 / -4.384 eV. The molar mass comes out at 117.1 g/mol. Its electronic energy is -730.9681 Eh. The spin multiplicity is 3. The expectation value of S² is 2.025. Its net charge is -1.